ORCA calculation (ωB97M-V/def2-TZVPD) on the ion C10H13IN4 with charge +2.

The geometry in XYZ format:
```
28
C10H13IN4 ωB97M-V/def2-TZVPD
C 3.924 -1.375 0.614
C 1.738 1.864 -0.206
C 2.599 -1.725 0.042
C 4.176 0.701 -0.490
C 0.764 -0.156 -0.699
C 3.004 1.300 -0.358
C -3.504 0.420 0.718
C -2.749 -0.795 1.021
C -2.407 0.980 -0.205
C -1.444 -0.078 0.446
N 4.527 -0.334 0.301
N 0.654 1.210 -0.364
N 1.933 -0.719 -0.304
N -0.535 -0.883 -0.269
I -5.722 0.058 -0.106
H 4.406 -2.030 1.335
H 1.890 2.986 0.006
H 2.265 -2.723 -0.185
H 5.044 1.211 -0.941
H 0.838 -0.200 -1.773
H -5.233 0.229 -1.587
H -3.930 1.192 1.406
H -2.936 -1.166 2.047
H -2.958 -1.751 0.414
H -2.380 0.931 -1.300
H -2.164 2.029 0.078
H -0.908 0.261 1.385
H -0.894 -1.437 -1.025
```

## Properties
- Frontier orbital gap (alpha / beta): 0.2743 / 0.2743 Eh
- Largest force on an atom: 4.1 eV/Å
- Net charge: +2